Record 1
{"formula": "C16H17NO", "method": "ωB97M-V/def2-TZVPD", "e_tot_ha": -749.7879, "relative_energy_ev": 3.0587, "e_homo_ha": -0.2726, "lumo_ev": 0.8, "total_charge": 0, "elements": ["C", "C", "C", "N", "C", "C", "C", "C", "C", "C", "H", "H", "H", "H", "H", "H", "H", "H", "H", "C", "C", "C", "C", "C", "O", "C", "C", "H", "H", "H", "H", "H", "H", "H", "H"], "positions_angstrom": [[2.94377, 4.31211, -1.57066], [1.58368, 3.79394, -1.45025], [0.49162, 4.08102, -2.34827], [-0.64670, 3.43967, -1.95795], [-0.26981, 2.61412, -0.77557], [-1.06115, 1.63600, -0.17285], [-0.37600, 0.84187, 0.68403], [0.98812, 1.04539, 1.09771], [1.70293, 2.03298, 0.41756], [1.08006, 2.90344, -0.45736], [3.31126, 4.45770, -2.64981], [3.69211, 3.62292, -1.10818], [3.19465, 5.20773, -0.86339], [0.49147, 4.96179, -3.01399], [-1.38491, 3.17777, -2.55393], [-2.12967, 1.55875, -0.31292], [-0.98306, 0.09424, 1.27146], [1.40856, 0.31078, 1.85332], [2.81364, 2.17470, 0.59084], [-1.04820, -3.93964, 3.56351], [-1.04104, -3.45526, 2.13420], [0.28358, -3.21251, 1.62118], [0.48543, -3.09762, 0.25829], [-0.68479, -2.97625, -0.55102], [-0.44222, -2.96547, -1.88653], [-2.02440, -2.95306, 0.01348], [-2.14155, -3.20753, 1.38256], [-0.16421, -3.86791, 4.02529], [-1.54773, -4.89413, 3.67404], [-1.79508, -3.28870, 4.25736], [1.09849, -2.94585, 2.33705], [1.50316, -3.05980, -0.24743], [-1.05524, -3.45941, -2.40706], [-2.71541, -3.21977, -0.81411], [-3.14659, -3.69875, 1.68009]], "forces_ev_per_angstrom": [[2.87, 1.11, 0.70], [-2.93, 0.85, -2.18], [2.71, 0.76, 1.91], [1.76, -1.39, 3.52], [-1.17, 1.97, -2.68], [0.70, 0.87, -0.56], [-0.12, -1.45, 3.18], [-0.58, -0.63, -0.95], [2.06, -0.50, 2.09], [-1.44, -1.12, -1.64], [-0.73, 0.18, 1.70], [-0.63, -0.13, -0.59], [-0.80, -0.88, -1.66], [-0.09, -1.02, -0.04], [-0.81, -0.13, -0.56], [0.06, -0.19, -0.30], [0.84, 0.61, -0.76], [-0.31, 1.26, -1.17], [-1.41, -0.25, -0.02], [-6.18, 1.95, 0.14], [2.75, 0.88, 1.49], [-0.58, 0.74, 0.25], [-0.32, 0.82, -0.87], [-0.62, -0.46, 1.65], [0.83, 0.73, -0.13], [3.29, -1.15, -2.37], [-2.76, -2.56, -1.09], [3.44, -0.16, 1.50], [0.45, -0.58, -0.15], [1.61, -1.02, -1.61], [-0.55, -1.10, -0.62], [-1.49, 0.07, 0.86], [-0.92, -0.41, -0.26], [-0.48, 0.83, 1.22], [1.51, 1.48, 0.00]]}

Record 2
{"formula": "C18H19N6O5PbS2", "method": "ωB97M-V/def2-TZVPD", "e_tot_ha": -2391.0093, "e_homo_ha": -0.4281, "lumo_ev": -6.2, "total_charge": 1, "elements": ["Pb", "N", "C", "S", "N", "N", "C", "C", "C", "C", "C", "C", "N", "H", "H", "H", "H", "H", "H", "H", "C", "C", "C", "C", "C", "C", "C", "S", "O", "O", "N", "C", "C", "C", "O", "O", "H", "H", "H", "H", "H", "H", "H", "H", "H", "H", "H", "H", "O", "C", "N"], "positions_angstrom": [[-0.01462, 0.78340, -0.05210], [3.91933, -0.94263, 1.72187], [2.90879, -0.55148, 0.95566], [2.41750, 1.09636, 1.01524], [2.35732, -1.48761, 0.21421], [1.32467, -1.26607, -0.54283], [0.81671, -2.08287, -1.36503], [-0.36440, -1.69531, -2.13893], [-0.90795, -2.56482, -3.06527], [-2.01105, -2.15640, -3.80373], [-2.53812, -0.89230, -3.59311], [-1.94988, -0.08341, -2.63731], [-0.89018, -0.48621, -1.93397], [4.44500, -0.27595, 2.26149], [4.20381, -1.91089, 1.71055], [1.24035, -3.07311, -1.51120], [-0.47199, -3.54729, -3.19685], [-2.46074, -2.82112, -4.53018], [-3.39313, -0.53862, -4.15068], [-2.32441, 0.91092, -2.42216], [1.74379, -7.15456, -1.96187], [1.58950, -6.49919, -0.61450], [2.69325, -5.93810, 0.03204], [2.58014, -5.42298, 1.31140], [1.34876, -5.45673, 1.95174], [0.23026, -5.97454, 1.31753], [0.35839, -6.49506, 0.03596], [1.21398, -4.88323, 3.62310], [-0.10652, -5.20287, 4.07288], [2.37973, -5.27205, 4.35649], [1.35389, -3.26254, 3.42637], [0.22549, -2.48233, 2.91766], [-0.10511, -1.27236, 3.78885], [-0.64379, -0.03749, 3.01964], [-0.94928, 0.94247, 3.64060], [-0.67701, -0.21651, 1.70406], [2.53673, -6.69097, -2.54931], [0.81403, -7.13004, -2.53092], [2.01091, -8.20511, -1.82728], [3.65632, -5.94054, -0.46609], [3.44408, -5.03607, 1.83910], [-0.71413, -5.99489, 1.84666], [-0.50284, -6.93647, -0.45314], [2.01972, -2.82051, 4.04273], [-0.63356, -3.15082, 2.85985], [0.44604, -2.14429, 1.90800], [0.79051, -0.89608, 4.28915], [-0.83759, -1.50722, 4.55797], [-2.30408, 4.39907, -0.09707], [-1.67348, 3.45724, -0.33489], [-1.02685, 2.48493, -0.66938]], "forces_ev_per_angstrom": [[1.15, -0.88, 0.98], [0.20, 0.24, 0.19], [-0.66, -0.21, -0.43], [-0.72, 0.80, -0.30], [0.69, -1.29, 0.10], [-0.93, 1.77, 0.28], [0.18, -0.54, -0.03], [0.06, -0.08, 0.08], [-0.10, -0.07, -0.14], [0.00, -0.02, 0.05], [0.05, -0.05, -0.03], [-0.05, 0.18, 0.03], [-0.21, 0.63, 0.55], [-0.01, -0.03, 0.05], [-0.05, 0.00, -0.09], [0.06, 0.01, 0.01], [0.01, 0.05, -0.01], [0.04, 0.01, 0.02], [0.01, 0.03, 0.03], [0.03, -0.05, 0.02], [0.00, -0.03, 0.09], [-0.04, 0.03, -0.08], [0.00, 0.01, 0.00], [0.04, -0.05, 0.05], [-0.13, -0.12, 0.08], [0.04, -0.03, 0.04], [0.02, 0.04, -0.02], [0.17, 0.32, -0.15], [-0.03, -0.09, -0.01], [0.00, -0.02, -0.01], [-0.17, 0.19, -0.01], [0.11, -0.08, 0.08], [-0.17, 0.16, -0.63], [0.38, -0.23, 1.38], [-0.03, 0.17, -0.77], [-0.25, 0.03, -1.41], [-0.03, 0.01, 0.01], [0.03, 0.03, 0.00], [0.01, 0.01, -0.04], [-0.01, 0.00, 0.03], [-0.01, -0.02, -0.05], [0.02, -0.04, -0.04], [0.01, 0.03, 0.02], [-0.04, -0.13, 0.09], [-0.04, 0.05, -0.01], [0.07, -0.09, -0.02], [-0.01, -0.01, 0.06], [0.06, 0.01, 0.10], [0.16, -0.17, -0.06], [0.05, -0.19, 0.33], [0.07, -0.26, -0.38]]}